[1]
Density functional theory data (ωB97M-V/def2-TZVPD) for a structure of composition C4H8O2.

Element x y z (Å)
O 0.167 1.140 -0.408
C -1.797 0.070 0.615
H -0.039 -2.127 -0.110
H 0.681 -1.225 -1.539
C 0.310 -1.163 -0.534
C 1.615 0.899 -0.395
H -2.539 0.343 -0.135
H -1.793 0.841 1.396
H 0.256 -0.343 0.957
O 1.849 -0.393 0.064
H 1.969 1.046 -1.427
C -0.379 -0.031 0.105
H 2.032 1.701 0.243
H -2.091 -0.877 1.083

HOMO level: -9.14 eV
Multiplicity: 1
Energy above the lowest of the compared OMol25 structures with the same formula, charge and spin: 91.28 kcal/mol
LUMO: 0.660 eV
Calculated total energy: -8369.323 eV
Charge: 0
HOMO-LUMO gap: 9.80 eV

Here are the Mulliken charges for atoms 1 to 8, given in e: number 1, O, carries -0.4500; number 2, C, carries -1.1952; number 3, H, carries 0.2441; number 4, H, carries 0.2698; number 5, C, carries -0.5117; number 6, C, carries -0.1167; number 7, H, carries 0.3376; number 8, H, carries 0.3001

[2]
Density functional theory data (ωB97M-V/def2-TZVPD) for the molecule C4H8O2.

Element x y z (Å)
H -0.677 -1.113 1.650
H 1.700 -1.448 -1.132
H 1.645 0.997 0.291
H -1.219 1.636 -1.138
C 0.906 0.405 -0.252
H 0.768 0.795 -1.264
C -1.543 1.566 -0.078
H -1.114 2.467 0.400
O -0.363 0.508 0.432
H -1.928 -0.813 0.357
C 1.161 -1.102 -0.249
H 1.688 -1.427 0.660
C -0.871 -0.840 0.604
O -0.153 -1.630 -0.282

HOMO level: -7.47 eV
Multiplicity: 1
Energy above the lowest of the compared OMol25 structures with the same formula, charge and spin: 125.87 kcal/mol
LUMO: 0.729 eV
Calculated total energy: -8367.823 eV
Charge: 0
HOMO-LUMO gap: 8.20 eV

Here are the Mulliken charges for atoms 1 to 8, given in e: number 1, H, carries 0.2596; number 2, H, carries 0.2958; number 3, H, carries 0.2643; number 4, H, carries 0.1254; number 5, C, carries -0.2859; number 6, H, carries 0.2672; number 7, C, carries -0.7040; number 8, H, carries 0.2138

[3]
Density functional theory data (ωB97M-V/def2-TZVPD) for the molecule C4H8O2.

Element x y z (Å)
O -0.387 -1.811 0.135
H -0.333 0.756 1.344
C -0.407 0.599 0.259
H -2.038 -0.484 0.231
H 0.830 -0.567 -1.196
C -0.042 1.897 -0.465
C 0.959 -1.983 0.471
H 1.306 -2.928 -0.001
H 1.387 -1.876 1.460
O -1.771 0.390 -0.087
C 0.400 -0.692 -0.205
H 0.979 2.213 -0.240
H -0.158 1.788 -1.550
H -0.725 2.700 -0.155

HOMO level: -10.03 eV
Multiplicity: 1
Energy above the lowest of the compared OMol25 structures with the same formula, charge and spin: 70.76 kcal/mol
LUMO: 1.072 eV
Calculated total energy: -8370.213 eV
Charge: 0
HOMO-LUMO gap: 11.10 eV
SMILES: C[C@@H](O)[C@H]1CO1

Here are the Mulliken charges for atoms 1 to 8, given in e: number 1, O, carries -0.4079; number 2, H, carries 0.2363; number 3, C, carries 0.4774; number 4, H, carries 0.3180; number 5, H, carries 0.2695; number 6, C, carries -1.3465; number 7, C, carries -0.2938; number 8, H, carries 0.2400

[4]
Density functional theory data (ωB97M-V/def2-TZVPD) for the molecule C4H8O2.

Element x y z (Å)
C 0.326 0.004 1.794
O 2.016 -0.651 -1.219
H 0.859 -0.949 1.907
O -1.108 0.082 -0.118
H -2.370 0.199 -1.708
H -0.685 -0.232 -2.121
C 0.231 0.275 0.296
H -1.098 1.450 -1.704
H 1.298 -1.680 0.364
H -0.653 -0.136 2.258
H 0.900 0.761 2.333
C 1.254 -0.775 -0.297
H 0.548 1.292 0.008
C -1.318 0.393 -1.481

HOMO level: -9.55 eV
Multiplicity: 1
Energy above the lowest of the compared OMol25 structures with the same formula, charge and spin: 45.07 kcal/mol
LUMO: 0.890 eV
Calculated total energy: -8371.327 eV
Charge: 0
HOMO-LUMO gap: 10.44 eV
SMILES: CO[C@@H](C)C=O

Here are the Mulliken charges for atoms 1 to 8, given in e: number 1, C, carries -1.1915; number 2, O, carries -0.4374; number 3, H, carries 0.2870; number 4, O, carries -0.3675; number 5, H, carries 0.2554; number 6, H, carries 0.2874; number 7, C, carries 0.5519; number 8, H, carries 0.2826

[5]
Density functional theory data (ωB97M-V/def2-TZVPD) for the molecule C4H8O2.

Element x y z (Å)
O 0.017 -0.224 -0.617
H -1.117 1.469 -0.945
H -0.288 -2.614 -0.821
H 1.799 1.647 0.019
H 0.832 3.052 -0.473
H 0.300 1.160 -1.977
C -0.066 1.153 -0.946
H -0.685 -3.692 0.645
H 0.363 2.107 0.952
H -0.893 -1.709 2.080
C 0.782 2.042 -0.055
C -0.535 -2.704 0.227
C -0.650 -1.649 1.023
O -0.490 -0.334 0.715

HOMO level: -8.89 eV
Multiplicity: 1
Energy above the lowest of the compared OMol25 structures with the same formula, charge and spin: 97.15 kcal/mol
LUMO: 1.110 eV
Calculated total energy: -8369.069 eV
Charge: 0
HOMO-LUMO gap: 10.00 eV
SMILES: C=COOCC

Here are the Mulliken charges for atoms 1 to 8, given in e: number 1, O, carries -0.2291; number 2, H, carries 0.2633; number 3, H, carries 0.2691; number 4, H, carries 0.2870; number 5, H, carries 0.3595; number 6, H, carries 0.2736; number 7, C, carries -0.1562; number 8, H, carries 0.2482

[6]
Density functional theory data (ωB97M-V/def2-TZVPD) for the molecule C4H8O2.

Element x y z (Å)
H 1.386 -1.998 -1.803
C 0.595 0.403 0.910
H -2.341 0.723 -0.480
O -0.088 -1.103 -0.740
H 1.537 -0.123 1.011
C -0.385 -0.110 0.166
H 2.037 -0.895 -0.601
O 0.483 1.559 1.654
H -1.885 0.926 1.229
H 0.401 2.273 1.009
C -1.834 0.250 0.369
C 1.219 -1.039 -1.315
H 1.280 -0.216 -2.041
H -2.405 -0.650 0.631

HOMO level: -8.30 eV
Multiplicity: 1
Energy above the lowest of the compared OMol25 structures with the same formula, charge and spin: 53.08 kcal/mol
LUMO: 0.822 eV
Calculated total energy: -8370.980 eV
Charge: 0
HOMO-LUMO gap: 9.12 eV
SMILES: CO/C(C)=C/O

Here are the Mulliken charges for atoms 1 to 8, given in e: number 1, H, carries 0.2275; number 2, C, carries -0.3616; number 3, H, carries 0.2887; number 4, O, carries -0.3748; number 5, H, carries 0.3750; number 6, C, carries 0.6216; number 7, H, carries 0.2738; number 8, O, carries -0.5385

[7]
Density functional theory data (ωB97M-V/def2-TZVPD) for a structure of composition C4H8O2.

Element x y z (Å)
H 2.045 -1.165 -1.213
H -0.453 -0.785 -1.104
H -1.739 0.368 1.471
H -2.458 -0.909 0.472
O -2.614 0.923 -0.341
C 0.621 0.385 0.312
C -0.505 -0.290 -0.139
O 0.922 1.157 1.188
H 0.920 -0.926 0.133
C 2.083 -0.403 -0.424
C -1.862 0.008 0.441
H 2.421 0.533 -0.875
H 2.779 -0.669 0.375
H -2.161 1.775 -0.298

HOMO level: -8.99 eV
Multiplicity: 1
Energy above the lowest of the compared OMol25 structures with the same formula, charge and spin: 108.39 kcal/mol
LUMO: 0.696 eV
Calculated total energy: -8368.582 eV
Charge: 0
HOMO-LUMO gap: 9.69 eV

Here are the Mulliken charges for atoms 1 to 8, given in e: number 1, H, carries 0.3946; number 2, H, carries 0.2959; number 3, H, carries 0.2766; number 4, H, carries 0.2999; number 5, O, carries -0.5137; number 6, C, carries 0.8454; number 7, C, carries -0.5736; number 8, O, carries -0.6275

[8]
Density functional theory data (ωB97M-V/def2-TZVPD) for the molecule C4H8O2.

Element x y z (Å)
C 1.454 -0.451 -0.416
H -0.909 0.699 -1.408
H 2.122 -1.178 0.032
H 1.018 1.733 -0.159
H 1.610 0.880 1.357
H -2.240 1.116 0.344
O -2.244 0.178 0.118
C 0.118 -0.297 0.214
H 1.522 -0.374 -1.497
O -0.153 -1.127 1.300
C 1.140 0.797 0.382
H -1.033 -0.858 1.608
C -1.091 -0.096 -0.671
H -1.313 -1.022 -1.204

HOMO level: -9.56 eV
Multiplicity: 1
Energy above the lowest of the compared OMol25 structures with the same formula, charge and spin: 40.85 kcal/mol
LUMO: 0.761 eV
Calculated total energy: -8371.510 eV
Charge: 0
HOMO-LUMO gap: 10.32 eV
SMILES: OCC1(O)CC1

Here are the Mulliken charges for atoms 1 to 8, given in e: number 1, C, carries -0.7518; number 2, H, carries 0.3405; number 3, H, carries 0.2729; number 4, H, carries 0.2471; number 5, H, carries 0.2802; number 6, H, carries 0.3127; number 7, O, carries -0.5533; number 8, C, carries 0.9562

[9]
Density functional theory data (ωB97M-V/def2-TZVPD) for a cluster of 2 separate species, C4H8O2 in total.

Element x y z (Å)
H 0.889 0.325 1.828
C -0.409 1.043 0.078
H 2.774 0.253 -0.085
C 0.386 -0.987 -0.124
C 0.943 0.382 0.213
H -1.596 -0.641 0.813
H -2.615 -0.262 -1.200
H -0.675 1.946 -0.481
O -1.754 -0.696 -1.253
H 0.593 -1.344 -1.141
C -1.035 -0.370 -0.089
H -0.286 1.149 1.160
H 0.670 -1.713 0.634
O 2.089 0.915 -0.244

HOMO level: -8.73 eV
Multiplicity: 1
Energy above the lowest of the compared OMol25 structures with the same formula, charge and spin: 110.39 kcal/mol
LUMO: 0.823 eV
Calculated total energy: -8368.495 eV
Charge: 0
HOMO-LUMO gap: 9.56 eV

Here are the Mulliken charges for atoms 1 to 8, given in e: number 1, H, carries 0.0957; number 2, C, carries -0.7806; number 3, H, carries 0.3432; number 4, C, carries -0.9294; number 5, C, carries 0.0499; number 6, H, carries 0.2974; number 7, H, carries 0.3117; number 8, H, carries 0.4221

[10]
Density functional theory data (ωB97M-V/def2-TZVPD) for a structure of composition C4H8O2.

Element x y z (Å)
H 0.130 1.252 -1.139
C 0.786 0.076 0.577
H -0.019 2.033 1.220
C -0.197 0.339 -0.546
H 0.641 -0.630 -2.021
H -0.284 0.762 2.501
O 0.698 -1.268 0.976
O -1.223 0.496 0.498
H 1.829 0.346 0.408
C -0.164 0.951 1.404
H -1.107 -0.554 -2.362
H -0.243 -1.379 1.209
C -0.359 -0.714 -1.576
H -0.485 -1.708 -1.149

HOMO level: -10.12 eV
Multiplicity: 1
Energy above the lowest of the compared OMol25 structures with the same formula, charge and spin: 55.16 kcal/mol
LUMO: 1.028 eV
Calculated total energy: -8370.890 eV
Charge: 0
HOMO-LUMO gap: 11.15 eV

Here are the Mulliken charges for atoms 1 to 8, given in e: number 1, H, carries 0.2678; number 2, C, carries -0.1888; number 3, H, carries 0.2803; number 4, C, carries 0.3088; number 5, H, carries 0.3397; number 6, H, carries 0.2592; number 7, O, carries -0.5650; number 8, O, carries -0.4739